A 11-piece molecular cluster, C22H66O11 overall at a distorted geometry, computed with wB97M-V/def2-TZVPD.

## Properties
- ΔE to the lowest compared entry with this formula, charge and spin: 72.0 kJ/mol
- Charge: +1
- Kohn-Sham gap (spin up / spin down): 0.318 / 0.080 hartree
- Molar mass: 506.76 g/mol
- Spin multiplicity: 2

Positions of all 99 atoms, in Å:
1 C 15.892306 -12.123959 15.611861
2 C 16.293310 -10.660970 15.461086
3 O 15.678969 -10.328355 14.242071
4 H 16.302460 -12.776564 14.841165
5 H 14.806701 -12.193507 15.543129
6 H 16.268853 -12.495565 16.564868
7 H 17.346328 -10.381525 15.427007
8 H 15.778697 -10.031733 16.187261
9 H 15.530445 -9.381323 14.293801
10 C 17.334945 -7.057887 9.374556
11 C 18.277226 -6.752614 10.541661
12 O 19.582478 -6.906084 10.029678
13 H 17.589050 -6.460375 8.499057
14 H 16.312753 -6.737331 9.575699
15 H 17.414288 -8.116497 9.127235
16 H 17.989704 -7.392655 11.375801
17 H 18.137969 -5.735229 10.907208
18 H 19.777665 -6.086593 9.569311
19 C 12.483574 -6.935186 7.898932
20 C 11.459927 -6.229206 8.851750
21 O 10.508775 -7.182714 9.241826
22 H 13.099474 -7.673099 8.412976
23 H 13.170822 -6.173841 7.529972
24 H 11.972569 -7.367736 7.038770
25 H 10.960579 -5.417740 8.322333
26 H 11.970870 -5.782734 9.704804
27 H 10.966115 -7.787885 9.830219
28 C 13.629532 -6.572036 15.995012
29 C 13.903867 -7.277528 14.691166
30 O 15.259922 -7.663595 14.606806
31 H 14.336917 -5.793286 16.280050
32 H 13.494760 -7.291587 16.802590
33 H 12.588637 -6.252460 15.944867
34 H 13.656056 -6.623549 13.855106
35 H 13.279181 -8.170506 14.669585
36 H 15.707868 -6.973672 14.111884
37 C 17.410043 -11.128929 9.622825
38 C 17.080550 -10.513941 11.059207
39 O 16.343543 -11.519483 11.729665
40 H 18.103239 -11.951896 9.796863
41 H 17.787503 -10.296786 9.028543
42 H 16.513075 -11.463738 9.101797
43 H 16.417662 -9.665134 10.891281
44 H 18.007477 -10.238266 11.562124
45 H 16.251804 -11.168450 12.618468
46 C 10.666746 -12.136302 13.530411
47 C 9.979888 -12.351868 12.163433
48 O 9.664082 -11.085126 11.551584
49 H 10.832043 -13.081451 14.047581
50 H 10.082328 -11.501172 14.196118
51 H 11.584980 -11.556673 13.435573
52 H 8.974873 -12.685689 12.421514
53 H 10.518799 -13.041209 11.513442
54 H 9.182586 -11.209168 10.730386
55 C 15.243658 -4.161372 10.076483
56 C 14.387164 -3.527896 11.205353
57 O 14.082103 -4.587565 12.069590
58 H 16.206475 -4.525765 10.434685
59 H 15.484213 -3.473176 9.266159
60 H 14.643889 -4.945890 9.615066
61 H 13.433525 -3.150575 10.836140
62 H 14.955544 -2.742499 11.703553
63 H 13.168974 -4.533156 12.360869
64 C 13.946473 -8.277097 11.137944
65 C 13.135837 -9.463346 11.601113
66 O 11.864238 -9.319742 10.989131
67 H 14.871003 -8.201028 11.710264
68 H 13.443512 -7.315195 11.237261
69 H 14.361583 -8.290317 10.130172
70 H 13.041854 -9.451647 12.686989
71 H 13.659068 -10.363390 11.278210
72 H 11.262158 -9.965829 11.365523
73 C 13.915428 -13.703676 12.618009
74 C 14.919696 -14.505865 11.762212
75 O 15.031738 -13.715774 10.641396
76 H 13.655505 -14.239988 13.530656
77 H 12.939526 -13.537445 12.161859
78 H 14.257653 -12.714809 12.923192
79 H 14.610641 -15.505745 11.457573
80 H 15.841096 -14.498908 12.344508
81 H 15.437859 -12.899606 10.942289
82 C 10.071066 -10.913646 7.951457
83 C 8.682107 -10.472759 8.358417
84 O 8.122762 -11.385040 9.224743
85 H 10.273467 -10.427086 6.997310
86 H 10.267732 -11.981473 7.855744
87 H 10.783627 -10.541966 8.687814
88 H 8.038499 -10.380479 7.483582
89 H 8.733167 -9.473449 8.790716
90 H 8.046897 -12.198676 8.720930
91 C 6.449395 -8.911946 11.740060
92 C 7.796270 -8.167579 11.758870
93 O 8.619555 -8.845987 12.667250
94 H 6.605216 -9.978975 11.581092
95 H 5.824902 -8.521546 10.936514
96 H 5.978481 -8.887034 12.722772
97 H 7.633035 -7.155377 12.128850
98 H 8.254259 -8.147277 10.769960
99 H 8.910903 -9.671431 12.273082

Atoms 1-2, force components in eV/Å:
0.9 0.1 1.0
-1.1 -0.5 -0.2